[1]
{
  "formula": "C18H29CaClNO2P2",
  "method": "ωB97M-V/def2-TZVPD",
  "elements": ["Ca", "P", "C", "C", "N", "C", "C", "C", "C", "C", "P", "H", "H", "H", "H", "H", "H", "H", "H", "O", "H", "H", "O", "H", "C", "H", "H", "H", "C", "H", "H", "H", "C", "H", "H", "H", "C", "H", "H", "H", "Cl", "C", "C", "C", "C", "C", "C", "C", "H", "H", "H", "H", "H", "H"],
  "xyz": [[-0.1506, -0.5830, 0.6505], [-1.4341, -0.2227, -2.4851], [0.2783, -0.4554, -3.0373], [1.4718, -0.0901, -2.3315], [1.5447, 0.1304, -0.9333], [2.5985, 0.8254, -0.4669], [3.6297, 1.2328, -1.3354], [3.6153, 0.8898, -2.6909], [2.5860, 0.1390, -3.1722], [2.7224, 1.2386, 1.0505], [1.9140, 0.1882, 2.2814], [2.5148, -0.1384, -4.2260], [4.4285, 1.8119, -0.9262], [4.3893, 1.2331, -3.3655], [3.8002, 1.3490, 1.2504], [2.2797, 2.2447, 1.1451], [0.2224, -3.2803, -2.0611], [0.4549, -1.0944, -3.9748], [0.5595, -3.9018, 2.1830], [0.1055, -3.4619, -1.1630], [0.9206, -3.9020, -0.9005], [0.4682, 0.5688, 2.0974], [0.2070, -4.3521, 2.9515], [-0.6499, -3.8792, 3.0176], [3.1952, -1.1819, 2.5097], [4.2241, -0.9355, 2.8951], [2.7549, -1.9064, 3.2263], [3.3662, -1.7409, 1.5698], [1.9563, 1.0727, 3.8780], [1.3133, 0.4739, 4.5355], [2.9496, 1.2169, 4.3221], [1.4148, 2.0029, 3.7158], [-1.4786, 1.2289, -3.7069], [-1.5448, 0.8260, -4.7341], [-2.2899, 1.9581, -3.5105], [-0.5039, 1.7422, -3.6039], [-2.4733, -1.5796, -3.2504], [-3.5012, -1.5154, -2.8586], [-2.5407, -1.5473, -4.3468], [-2.0904, -2.5635, -2.9452], [-1.0083, 3.1848, 3.5116], [-2.3212, 2.4695, 2.6595], [-3.5265, 2.3115, 3.3229], [-4.6257, 1.6883, 2.6986], [-4.4697, 1.2228, 1.3734], [-3.2714, 1.3829, 0.6892], [-2.1387, 1.9842, 1.3193], [-0.8722, 2.0339, 0.6649], [-3.6560, 2.6841, 4.3375], [-5.5726, 1.5627, 3.2080], [-5.3097, 0.7641, 0.8634], [-3.1679, 1.0515, -0.3538], [-0.8912, 2.1091, -0.4247], [-0.0900, 2.6421, 1.1026]],
  "spin_multiplicity": 1,
  "e_homo_ev": [-8.98, -8.53],
  "homo_lumo_gap_ev": [3.99, 3.32],
  "lumo_energy_ev": [-5.0, -5.2],
  "total_charge": 1,
  "relative_energy_kj_mol": 468.6
}

[2]
{
  "formula": "C18H29ClInNO2P2",
  "method": "ωB97M-V/def2-TZVPD",
  "elements": ["In", "P", "C", "C", "N", "C", "C", "C", "C", "C", "P", "H", "H", "H", "H", "H", "H", "H", "H", "O", "H", "H", "O", "H", "C", "H", "H", "H", "C", "H", "H", "H", "C", "H", "H", "H", "C", "H", "H", "H", "Cl", "C", "C", "C", "C", "C", "C", "C", "H", "H", "H", "H", "H", "H"],
  "xyz": [[-0.0488, 0.1150, 0.3850], [2.2843, -1.0044, 0.0511], [2.2839, -1.5747, -1.6083], [1.0796, -1.6698, -2.3113], [-0.1069, -1.1628, -1.8119], [-1.2691, -1.4389, -2.3996], [-1.3459, -2.2921, -3.5144], [-0.1488, -2.6669, -4.1414], [1.0547, -2.2545, -3.6108], [-2.5561, -0.8120, -1.8350], [-2.2717, 0.7239, -0.9160], [2.0074, -2.4937, -4.0779], [-2.3269, -2.5920, -3.8863], [-0.1779, -3.3471, -4.9902], [-3.2614, -0.5955, -2.6481], [-3.0673, -1.5146, -1.1613], [2.1118, 2.6461, -4.2835], [3.1942, -1.6327, -2.1942], [0.1082, 3.6229, -1.4282], [2.3209, 3.0857, -3.4617], [3.1788, 3.5054, -3.5851], [0.2942, 1.9683, -0.7091], [0.3228, 3.1869, -0.5984], [1.1909, 3.5089, -0.3011], [-2.1842, 1.9473, -2.2562], [-3.0877, 1.8367, -2.8757], [-2.1591, 2.9783, -1.8634], [-1.3144, 1.7639, -2.8999], [-3.8715, 1.0840, -0.1448], [-3.7551, 1.9172, 0.5586], [-4.6198, 1.3604, -0.9016], [-4.2261, 0.2069, 0.4103], [2.5518, -2.6263, 0.8762], [3.6047, -2.9049, 0.6892], [2.3010, -2.6132, 1.9475], [1.8963, -3.3284, 0.3277], [3.6921, 0.1195, 0.4330], [3.6462, 0.4577, 1.4847], [4.6618, -0.3771, 0.2596], [3.6477, 1.0160, -0.2118], [-3.1352, 0.3779, 3.4139], [-1.5565, 0.3805, 4.0907], [-1.3458, 1.0663, 5.2800], [-0.0424, 1.1839, 5.7986], [1.0343, 0.5818, 5.1318], [0.8116, -0.1414, 3.9619], [-0.4946, -0.3052, 3.4494], [-0.7054, -1.1450, 2.2606], [-2.2074, 1.4817, 5.7975], [0.1148, 1.7551, 6.7142], [2.0466, 0.6469, 5.5488], [1.6465, -0.6064, 3.4227], [-0.0579, -2.0271, 2.2771], [-1.7435, -1.3985, 2.0574]],
  "spin_multiplicity": 1,
  "e_homo_ev": [-12.87, -12.90],
  "homo_lumo_gap_ev": [5.05, 5.17],
  "lumo_energy_ev": [-7.8, -7.7],
  "total_charge": 2,
  "relative_energy_kj_mol": 333.7
}

[3]
{
  "formula": "C18H29CoN5O2S",
  "method": "ωB97M-V/def2-TZVPD",
  "elements": ["Co", "C", "C", "N", "C", "C", "N", "C", "C", "N", "C", "C", "N", "C", "C", "C", "C", "C", "C", "C", "N", "H", "H", "H", "H", "H", "H", "H", "H", "H", "H", "H", "H", "H", "H", "H", "H", "H", "H", "H", "H", "H", "H", "H", "O", "C", "C", "S", "C", "O", "H", "H", "H", "H", "H", "H"],
  "xyz": [[-0.2199, 0.4240, -0.4906], [-4.1423, 0.5810, 1.3582], [-2.6798, 0.3863, 1.0958], [-2.1815, 0.0896, -0.0421], [-3.0086, -0.0746, -1.2294], [-2.3639, 0.7221, -2.3541], [-0.9640, 0.2876, -2.5080], [-0.8496, -1.0269, -3.1638], [-0.1379, -2.0984, -2.3010], [0.0596, -1.7269, -0.8831], [1.4299, -2.0258, -0.4313], [2.3359, -0.8997, -0.9161], [1.7821, 0.3531, -0.4158], [2.2628, 0.8659, 0.6820], [3.3277, 0.2160, 1.5238], [0.2971, 1.4725, 2.8250], [0.0466, 1.2710, 4.1807], [-1.1338, 0.6554, 4.5303], [-2.0544, 0.3406, 3.5315], [-1.7228, 0.5914, 2.2157], [-0.5197, 1.0898, 1.8560], [-4.7153, -0.3213, 1.1380], [-4.5264, 1.3753, 0.7150], [-4.3245, 0.8704, 2.3874], [-4.0403, 0.2443, -1.0911], [-3.0177, -1.1388, -1.4827], [-2.3690, 1.7799, -2.0881], [-2.9320, 0.5922, -3.2787], [-0.4746, 0.9857, -3.0538], [-0.2978, -0.9196, -4.0960], [-1.8478, -1.3772, -3.4251], [0.8430, -2.2895, -2.7318], [-0.6951, -3.0326, -2.3657], [-0.6034, -2.2293, -0.3066], [1.7864, -2.9881, -0.8075], [1.4312, -2.0591, 0.6591], [2.3293, -0.8643, -2.0067], [3.3599, -1.0692, -0.5904], [4.2700, 0.2152, 0.9730], [3.0772, -0.8173, 1.7659], [3.4779, 0.7775, 2.4409], [0.7784, 1.6017, 4.9046], [-1.3624, 0.4573, 5.5686], [-3.0066, -0.1046, 3.7844], [1.4174, 2.1912, 2.5047], [1.8194, 2.1273, 1.1631], [0.1502, 4.3968, 1.2244], [0.8532, 3.1650, 0.1459], [1.9993, 4.0788, -0.8613], [-0.1727, 2.6031, -0.7542], [-0.2421, 5.1930, 0.5942], [0.9346, 4.7649, 1.8844], [-0.6517, 3.9343, 1.7940], [2.6704, 4.6252, -0.2016], [1.4425, 4.7530, -1.5104], [2.5616, 3.3578, -1.4530]],
  "spin_multiplicity": 2,
  "e_homo_ev": [-14.33, -14.30],
  "homo_lumo_gap_ev": [8.15, 8.22],
  "lumo_energy_ev": [-6.2, -6.1],
  "total_charge": 2,
  "relative_energy_kj_mol": 203.3
}

[4]
{
  "formula": "C18H29F6NO9S",
  "method": "ωB97M-V/def2-TZVPD",
  "elements": ["C", "C", "C", "C", "C", "C", "O", "S", "O", "O", "O", "C", "C", "C", "C", "N", "O", "H", "H", "H", "H", "H", "H", "H", "H", "H", "H", "H", "H", "H", "H", "H", "H", "H", "H", "H", "C", "C", "O", "C", "O", "C", "F", "F", "F", "H", "H", "H", "H", "H", "C", "C", "O", "C", "O", "C", "F", "F", "F", "H", "H", "H", "H", "H"],
  "xyz": [[-1.1655, 0.4099, -0.1741], [0.0409, -0.5796, -0.1024], [-0.5495, -1.9845, 0.1507], [0.4601, -2.9941, 0.7124], [1.8280, -2.9576, 0.0018], [0.5932, -2.9306, 2.2619], [1.8452, -2.4912, 2.7514], [2.4679, -3.5131, 3.8451], [2.8650, -2.8485, 5.0073], [3.4595, -4.2873, 3.2098], [1.1660, -4.4126, 4.0387], [0.3909, -4.3818, 2.8086], [-1.0201, -4.7345, 3.2671], [-2.1120, -4.6011, 2.1679], [-2.1392, -5.7274, 1.1172], [-1.0875, -6.6695, 0.9799], [-3.0939, -5.8078, 0.4399], [-1.5684, 0.5042, 0.8404], [-0.8888, 1.3705, -0.6274], [-1.9355, -0.1159, -0.7510], [0.5384, -0.5175, -1.0721], [0.7064, -0.2448, 0.6999], [-0.9542, -2.3560, -0.7977], [-1.4161, -1.8290, 0.8079], [0.0458, -3.9913, 0.5131], [2.2736, -3.9538, 0.1222], [1.6964, -2.8080, -1.0712], [2.5302, -2.2554, 0.4485], [-0.2780, -2.4013, 2.6708], [0.8441, -5.1083, 2.1264], [-1.2854, -4.0308, 4.0618], [-1.0825, -5.7510, 3.6660], [-1.9859, -3.6396, 1.6687], [-3.0795, -4.6324, 2.6713], [-0.4536, -6.4290, 0.2269], [-0.5813, -6.8248, 1.8431], [4.4842, 3.1248, -2.6183], [4.5347, 2.6946, -1.1673], [3.4744, 3.3052, -0.4064], [2.2772, 2.7453, -0.5184], [2.0079, 1.7933, -1.1907], [1.2731, 3.4781, 0.3799], [1.3606, 4.8138, 0.2589], [1.4767, 3.1948, 1.6771], [0.0081, 3.1375, 0.0921], [4.4993, 4.2128, -2.6943], [5.3339, 2.7189, -3.1663], [3.5686, 2.7809, -3.0992], [5.4646, 3.0307, -0.7127], [4.4974, 1.6101, -1.0662], [-3.0351, 5.8381, -0.6175], [-2.0393, 5.1177, -1.5023], [-2.6946, 4.5199, -2.6372], [-2.9827, 5.3375, -3.6448], [-2.7486, 6.5094, -3.6829], [-3.6339, 4.5472, -4.7878], [-4.5954, 3.7229, -4.3391], [-2.7205, 3.7921, -5.4259], [-4.1892, 5.3585, -5.6909], [-3.8392, 5.1631, -0.3211], [-2.5442, 6.2208, 0.2771], [-3.4950, 6.6750, -1.1428], [-1.5805, 4.3025, -0.9541], [-1.2376, 5.7803, -1.8296]],
  "spin_multiplicity": 1,
  "e_homo_ev": -10.40,
  "homo_lumo_gap_ev": 10.78,
  "lumo_energy_ev": 0.4,
  "smiles": "CCC[C@@H](C)[C@@H]1OS(=O)(=O)O[C@H]1CCC(N)=O.CCOC(=O)C(F)(F)F.CCOC(=O)C(F)(F)F"
}

Number 1: DFT total energy -2728.65026 hartree. Number 2: DFT total energy -2240.90821 hartree. Number 3: DFT total energy -2907.94858 hartree. Number 4: DFT total energy -2432.58458 hartree.